Entry 1:
Formula: C4H8O2
Source: the OMol25 dataset
Level of theory: ωB97M-V/def2-TZVPD

Positions of all 14 atoms, in Å:
O  -1.892  0.605  -0.299
C  -0.452  1.035  -0.514
C  0.534  0.451  0.403
C  1.545  -0.556  -0.135
C  0.218  -1.030  0.533
O  -0.855  -1.581  -0.264
H  -2.186  0.718  0.600
H  -0.225  0.782  -1.560
H  -0.324  2.159  -0.353
H  0.673  0.952  1.330
H  1.527  -0.708  -1.197
H  2.485  -0.749  0.317
H  0.354  -1.419  1.578
H  -1.403  -0.660  -0.440

---

Entry 2:
Formula: C6H8FNO3
Source: the OMol25 dataset
Level of theory: ωB97M-V/def2-TZVPD

Positions of all 19 atoms, in Å:
N  0.504  -2.618  0.152
C  0.792  -1.436  0.172
C  1.216  -0.221  0.410
C  2.599  0.213  0.003
O  2.580  0.530  -1.378
O  0.440  0.795  0.953
C  -0.937  0.556  1.024
C  -1.628  0.797  -0.344
C  -3.029  0.299  -0.322
O  -4.052  0.877  -0.226
F  -3.047  -1.070  -0.398
H  0.093  -3.039  -0.675
H  3.316  -0.596  0.199
H  2.857  1.090  0.607
H  3.430  0.905  -1.630
H  -1.326  1.266  1.758
H  -1.133  -0.468  1.369
H  -1.620  1.863  -0.570
H  -1.055  0.258  -1.104

---

Relative energy (zero: lowest compared OMol25 entry of this formula, charge and spin): 71.32 13.86 (kcal per mole)
E_tot: -8370.18886 -16699.79996 (eV)
HOMO-LUMO gap: 9.654 9.137 (eV)